Record 1
DFT (ωB97M-V with the def2-TZVPD basis set) results for C30H41FN5OSW as an isolated structure at a distorted geometry.

Geometry (Å):
W -0.28 0.91 -0.55
C 0.31 1.93 -2.86
C 1.65 2.26 -2.21
C 1.45 2.94 -0.84
C 2.56 1.04 -2.26
C 3.48 0.98 -3.28
C 4.29 -0.14 -3.43
C 4.14 -1.21 -2.56
C 3.22 -1.20 -1.52
C 3.12 -2.46 -0.65
C 4.39 -2.69 0.18
C 2.89 -3.70 -1.54
C 2.44 -0.04 -1.37
N 1.47 0.11 -0.29
C 1.94 -0.01 1.05
C 3.25 0.13 1.47
C 3.56 -0.08 2.81
C 2.57 -0.43 3.72
C 1.24 -0.52 3.32
C 0.99 -0.26 2.01
F -0.32 -0.21 1.54
H -0.38 2.76 -2.88
H -0.20 1.01 -2.42
H 0.45 1.54 -3.87
H 2.13 3.01 -2.83
H 0.83 2.43 -0.08
H 0.97 3.91 -0.97
H 2.40 3.07 -0.33
H 3.59 1.82 -3.97
H 5.02 -0.18 -4.23
H 4.76 -2.08 -2.70
H 2.27 -2.36 0.03
H 5.26 -2.80 -0.47
H 4.29 -3.62 0.75
H 4.59 -1.89 0.89
H 3.82 -3.99 -2.04
H 2.15 -3.53 -2.31
H 2.58 -4.55 -0.92
H 4.03 0.36 0.75
H 4.59 0.02 3.14
H 2.83 -0.63 4.76
H 0.44 -0.77 4.01
C -0.50 -2.79 -1.66
N -1.93 -2.58 -1.45
C -2.76 -3.76 -1.82
C -4.04 -3.75 -1.03
C -4.74 -2.44 -1.28
N -3.81 -1.30 -1.05
C -4.47 -0.03 -0.75
C -2.50 -1.43 -1.10
O -1.77 -0.37 -0.79
H -0.17 -3.64 -1.08
H 0.08 -1.94 -1.37
H -0.32 -2.99 -2.71
H -2.17 -4.64 -1.60
H -2.95 -3.74 -2.89
H -3.83 -3.88 0.03
H -4.68 -4.58 -1.34
H -5.58 -2.31 -0.60
H -5.12 -2.38 -2.29
H -4.76 0.01 0.31
H -5.37 0.04 -1.35
H -3.84 0.81 -0.98
C -4.60 4.31 3.44
C -3.33 3.71 2.94
C -2.27 3.34 3.71
C -1.13 2.81 3.11
N -1.09 2.56 1.78
C -2.12 2.93 1.04
S -2.03 2.76 -0.68
N -3.20 3.50 1.60
C 0.10 2.58 3.93
H -4.46 4.75 4.42
H -5.37 3.53 3.52
H -4.98 5.07 2.75
H -2.30 3.51 4.78
H -3.94 3.82 0.98
H -0.07 1.81 4.68
H 0.33 3.50 4.47
H 0.94 2.31 3.30

Results
multiplicity	3
HOMO (spin up / spin down)	-16.348 / -16.400	eV
DFT total energy	-2081.0135	Ha
orbital gap (spin up / spin down)	6.438 / 6.579	eV
charge	+3

=====

Record 2
DFT (ωB97M-V with the def2-TZVPD basis set) results for C30H41HgN12O6S2 as an isolated structure.

Geometry (Å):
Hg 0.25 -0.06 -0.31
O 4.42 -4.13 3.97
C 3.40 -3.59 4.41
O 2.93 -3.49 5.56
C 2.55 -2.88 3.32
C 2.79 -3.11 1.98
C 2.01 -2.46 1.03
N 1.04 -1.62 1.38
C 0.79 -1.40 2.68
C 1.52 -2.02 3.67
C -0.34 -0.48 3.00
C -0.32 0.28 4.17
C -1.38 1.11 4.46
C -2.44 1.18 3.58
C -2.38 0.40 2.43
N -1.37 -0.41 2.14
C 2.20 -2.70 -0.43
C 3.45 -3.03 -0.94
C 3.58 -3.28 -2.30
C 2.47 -3.17 -3.11
C 1.27 -2.80 -2.53
N 1.13 -2.57 -1.22
H 3.58 -3.80 1.71
H 1.30 -1.90 4.73
H 0.54 0.22 4.83
H -1.38 1.70 5.37
H -3.31 1.80 3.77
H -3.19 0.44 1.70
H 4.31 -3.08 -0.28
H 4.55 -3.54 -2.71
H 2.52 -3.37 -4.17
H 0.38 -2.67 -3.13
N -1.80 -1.92 -0.69
N -2.99 -1.41 -1.19
C -3.04 -0.38 -2.07
N -4.31 -0.02 -2.38
S -1.73 0.40 -2.76
H -1.57 -2.83 -1.09
H -1.80 -1.95 0.33
H -3.86 -1.83 -0.88
H -5.09 -0.64 -2.21
H -4.40 0.62 -3.15
C 2.15 8.02 -1.67
C 0.74 7.54 -1.35
S 0.78 6.55 0.12
O 1.27 5.24 -0.26
O 1.43 7.28 1.18
C -0.94 6.40 0.56
C -1.14 5.66 1.88
N -0.44 4.38 1.98
C -0.66 3.30 1.19
N 0.20 2.33 1.44
C 1.04 2.80 2.40
C 0.66 4.06 2.74
N 1.22 4.87 3.79
O 2.33 4.55 4.18
O 0.56 5.79 4.23
C -1.73 3.22 0.16
H 2.16 8.54 -2.63
H 2.84 7.17 -1.73
H 2.51 8.69 -0.90
H 0.34 6.88 -2.13
H 0.05 8.37 -1.18
H -1.43 5.92 -0.29
H -1.31 7.42 0.67
H -2.21 5.49 2.02
H -0.79 6.27 2.70
H 1.85 2.22 2.81
H -2.62 3.78 0.44
H -1.99 2.17 0.00
H -1.36 3.60 -0.80
C 3.38 2.14 -0.16
N 3.42 2.31 -1.61
C 3.92 3.60 -2.06
C 2.88 1.38 -2.43
N 2.31 0.33 -1.97
N 3.04 1.65 -3.82
C 4.35 1.27 -4.32
C 1.95 1.15 -4.65
H 4.40 2.20 0.25
H 2.96 1.18 0.08
H 2.78 2.93 0.29
H 3.51 4.38 -1.42
H 3.62 3.78 -3.09
H 5.01 3.65 -1.99
H 2.03 -0.31 -2.71
H 5.13 1.74 -3.73
H 4.45 1.61 -5.35
H 4.50 0.19 -4.30
H 2.01 0.07 -4.83
H 1.99 1.66 -5.61
H 0.99 1.37 -4.17

Results
multiplicity	2
HOMO (spin up / spin down)	-6.271 / -7.285	eV
ΔE to the lowest compared entry with this formula, charge and spin	0.00	kcal/mol
DFT total energy	-3225.9651	Ha
orbital gap (spin up / spin down)	5.922 / 6.720	eV
charge	0

=====

Record 3
DFT (ωB97M-V with the def2-TZVPD basis set) results for C30H41IrN5S3Si as an isolated structure.

Geometry (Å):
Ir 1.13 0.63 0.55
S -0.13 1.82 -1.02
C -1.35 -1.33 0.32
N -2.54 -1.66 -0.08
C -2.75 -2.98 -0.70
C -1.89 -4.00 -0.01
N -0.49 -3.55 -0.05
C 0.59 -4.55 -0.18
C 1.32 -4.83 1.11
C 0.74 -4.62 2.36
C 1.43 -4.95 3.52
C 2.71 -5.49 3.44
C 3.29 -5.70 2.19
C 2.60 -5.37 1.04
C -0.22 -2.29 0.14
S 1.36 -1.69 0.27
C -3.71 -0.74 -0.03
C -4.37 -0.68 -1.38
C -3.69 -0.10 -2.45
C -4.28 -0.05 -3.70
C -5.55 -0.59 -3.89
C -6.23 -1.16 -2.83
C -5.64 -1.21 -1.57
H -2.52 -2.90 -1.76
H -3.81 -3.23 -0.61
H -1.97 -4.97 -0.50
H -2.18 -4.12 1.04
H 1.28 -4.18 -0.94
H 0.12 -5.46 -0.57
H -0.26 -4.21 2.45
H 0.97 -4.79 4.48
H 3.23 -5.77 4.34
H 4.27 -6.15 2.12
H 3.06 -5.55 0.07
H -3.35 0.23 0.29
H -4.39 -1.12 0.73
H -2.70 0.32 -2.30
H -3.76 0.40 -4.53
H -6.02 -0.54 -4.87
H -7.22 -1.57 -2.97
H -6.18 -1.65 -0.74
C -1.49 4.59 -2.69
Si -1.94 4.89 -0.89
C -2.31 6.68 -0.56
C -3.33 3.76 -0.32
C -0.44 4.40 0.20
C 0.11 5.21 1.19
C 1.14 4.77 2.03
C 1.59 3.48 1.90
N 1.08 2.68 0.95
C 0.14 3.15 0.11
S -1.00 0.14 1.11
H -2.41 4.56 -3.28
H -0.96 3.65 -2.87
H -0.87 5.39 -3.07
H -3.18 6.98 -1.14
H -1.49 7.33 -0.86
H -2.54 6.87 0.49
H -4.11 3.71 -1.08
H -3.78 4.12 0.60
H -2.97 2.74 -0.14
H -0.27 6.22 1.32
H 1.57 5.41 2.78
H 2.34 3.06 2.56
N 6.18 -0.06 0.57
C 5.58 0.47 -0.71
C 4.08 0.23 -0.70
N 3.41 0.85 0.47
C 4.03 0.36 1.73
C 5.54 0.58 1.76
H 7.19 0.10 0.58
H 6.06 -1.08 0.61
H 6.06 -0.04 -1.55
H 5.84 1.53 -0.75
H 3.86 -0.84 -0.69
H 3.65 0.65 -1.61
H 3.55 1.86 0.41
H 3.80 -0.70 1.82
H 3.59 0.87 2.58
H 5.98 0.16 2.67
H 5.79 1.64 1.71

Results
multiplicity	1
HOMO	-15.700	eV
ΔE to the lowest compared entry with this formula, charge and spin	0.00	kcal/mol
DFT total energy	-3029.1265	Ha
orbital gap	6.091	eV
charge	+3